[1]
A cluster of 3 separate species, C54H65N4O8P in total. Source: OMol25; level of theory: ωB97M-V/def2-TZVPD.

Geometry as XYZ:
```
132
Properties=species:S:1:pos:R:3:forces:R:3:mulliken_charge:R:1
P -1.15866 0.49373 0.54495 -0.14 -2.00 1.11 0.13
O 5.07673 -2.61890 -0.39628 0.35 0.10 0.16 -0.70
O 1.78309 3.58440 6.46252 -0.11 -3.13 -4.56 -0.59
O 9.86479 -1.56808 1.70909 -0.39 -0.07 -0.17 -0.68
O 2.71841 -4.45832 -7.26285 -0.33 -0.18 0.17 -0.68
O -1.49498 -6.69256 -4.87129 0.31 0.16 -0.19 -0.67
O -1.47964 2.88540 -1.16921 -0.46 0.91 1.72 -0.46
O -3.75990 1.33341 1.35509 1.11 0.48 1.08 0.08
O -3.56364 2.29886 -2.74948 -2.12 0.58 0.96 -0.35
N -5.30887 3.44418 2.81589 0.44 -0.32 0.43 -0.36
N -5.67718 2.53729 5.09222 0.44 0.63 -1.63 -0.51
N -7.36052 2.31669 3.39444 0.69 -0.86 0.09 -0.76
N 1.12726 1.50575 5.42681 -0.32 0.24 0.44 0.46
C -3.42790 6.58997 0.36470 5.32 -1.40 -3.58 -0.15
C 1.29197 0.22630 1.95709 -1.08 -0.63 -0.50 -0.74
C 8.47097 -3.49160 -2.68241 -0.13 0.08 0.18 -0.49
C 2.16768 -8.58312 -7.69132 -0.05 0.24 0.09 -0.45
C 7.62572 -0.87561 3.22938 -0.18 0.09 0.16 -0.64
C -3.90264 1.99611 -1.34107 0.86 -0.92 -0.60 -0.66
C 7.40651 -2.65923 -0.68124 0.26 -0.14 -0.32 0.17
C 1.50033 -6.42114 -6.84785 0.03 -0.43 -0.12 0.21
C 9.81379 -2.60918 -0.88259 0.07 -0.11 -0.25 -0.54
C -2.69606 0.91405 3.69710 -0.11 0.20 1.38 -0.82
C 5.12354 -1.36544 2.10112 -0.07 0.14 0.28 -0.93
C 8.65720 -2.35889 -0.14149 0.10 -0.14 -0.40 0.22
C 9.71915 -3.16903 -2.15318 -0.09 0.08 0.23 -0.45
C 6.46940 -0.53612 3.92533 0.13 -0.08 -0.19 -0.46
C -4.69312 2.90583 -3.43266 0.20 0.23 -1.49 -0.53
C -0.85251 4.09580 -0.62564 -0.13 0.89 -0.32 -0.13
C 6.28207 -1.71250 1.40241 -0.13 0.22 0.40 0.29
C 2.27088 3.48441 3.98871 -0.05 -0.38 0.71 -0.64
C -0.34523 -4.71337 -5.39181 -0.08 0.44 0.08 0.32
C -2.46557 1.80899 0.96714 1.13 1.69 -3.17 0.37
C 8.76885 -1.78010 1.21542 1.01 0.20 0.44 0.63
C -0.37302 1.58080 5.69809 0.62 0.70 0.02 -0.80
C -3.85559 0.66780 2.62139 -0.05 -3.04 0.41 1.55
C 1.73781 -4.96478 -6.74124 0.87 0.48 -0.47 0.58
C -1.45053 -0.32607 -1.13848 -0.20 -0.34 -0.96 -0.40
C 1.09662 -9.17425 -7.02397 -0.09 0.20 0.09 -0.46
C -0.54674 -6.17807 -5.44128 -0.83 -0.44 0.51 0.52
C -1.08688 -2.53189 -4.66522 0.03 -0.27 -0.09 -0.41
C 5.21852 -0.77381 3.35887 0.10 -0.13 -0.26 -0.26
C 2.37374 -7.20988 -7.59927 0.03 -0.27 -0.06 -0.55
C -3.75926 -0.94157 2.27678 1.28 -6.17 -1.68 -0.82
C -2.71953 2.63084 -0.44487 -1.63 1.49 1.48 0.49
C 0.96069 -2.74988 -5.92264 -0.15 0.21 0.11 -0.67
C 0.41427 -7.00953 -6.19996 0.19 -0.36 -0.18 0.20
C -6.22382 4.60915 -2.07148 1.52 -0.13 0.19 -0.78
C -0.18260 -1.31079 -1.47826 0.17 0.87 -0.17 -0.44
C -1.27542 -3.90972 -4.72824 -0.02 0.29 0.05 -0.64
C -0.96857 2.62540 4.62411 -1.39 -0.40 -0.38 -0.09
C -2.39235 6.31599 -0.41966 -5.62 -0.47 3.35 -0.38
C -5.84107 2.29027 3.60111 -2.40 0.47 0.30 0.70
C -4.94273 4.46486 -3.08866 -1.61 0.48 0.11 -0.06
C 1.80990 0.59171 6.39583 0.88 -0.42 0.13 -0.78
C -5.36739 0.83236 3.15771 -0.43 -0.05 -0.42 -1.39
C -2.57218 2.39671 4.31284 1.97 0.54 0.27 -0.56
C 0.03484 -1.95332 -5.25597 0.09 -0.23 -0.11 -0.59
C 7.53355 -1.45583 1.96181 -0.25 0.15 0.34 0.17
C -3.57206 -2.20836 1.94267 -1.32 6.09 2.34 -0.86
C 0.76667 -4.13117 -5.99986 -0.18 0.34 0.17 0.19
C 0.22011 -8.39050 -6.27978 0.13 -0.18 -0.13 -0.56
C 7.31568 -3.23729 -1.94963 0.17 -0.06 -0.18 -0.54
C 0.61603 1.13258 0.76124 0.59 0.87 0.99 -0.44
C 6.17091 -2.35325 0.07359 -0.96 -0.25 -0.44 0.48
C -1.39712 5.45119 -1.37819 -0.09 1.27 0.68 -0.43
C 1.72429 2.86764 5.40170 0.27 2.66 2.75 0.37
H 10.79008 -2.36483 -0.47369 -0.25 0.00 0.09 0.46
H 1.83038 -2.29189 -6.38510 -0.10 -0.24 0.02 0.47
H -6.64058 5.68094 -2.01930 0.52 -1.76 -0.32 0.34
H -0.54489 1.91433 6.80591 0.06 -0.38 -1.93 0.27
H 1.59934 4.38262 3.70121 1.10 -1.54 0.54 0.22
H -5.62160 0.09850 4.02806 0.81 1.37 -1.55 0.22
H 8.59769 -0.68317 3.67462 -0.09 -0.09 -0.23 0.46
H -4.03986 5.01344 -2.63768 -1.23 -1.14 -0.72 -0.08
H 0.23048 -0.92144 -2.49770 -0.59 -1.16 1.83 0.04
H -1.96284 2.58516 1.64951 -0.98 -1.35 -0.46 -0.90
H 2.84138 0.30583 5.93076 -1.65 0.62 1.07 0.10
H 1.25423 1.11381 -0.20664 -1.15 0.20 1.65 0.45
H -6.38615 2.01133 5.62562 0.34 0.61 -0.69 0.33
H 4.31638 -0.49979 3.89841 0.08 -0.05 -0.09 0.43
H -1.89165 5.21535 -2.40032 0.65 0.29 1.95 0.24
H -0.75486 0.50206 5.59352 0.41 1.72 -0.08 0.38
H -3.10205 3.68037 -0.09579 0.39 -1.74 -0.78 0.12
H -5.80729 4.30998 3.12395 0.48 -1.13 -0.57 0.34
H -7.59707 2.02830 2.43128 0.07 0.63 0.69 0.27
H -5.79289 4.38274 -1.01293 -1.14 0.19 -1.68 -0.04
H 0.94160 -10.24716 -7.08866 0.01 0.14 0.02 0.39
H -5.46511 3.28511 1.80065 0.08 0.17 1.15 0.04
H -4.24913 6.84844 1.13818 2.05 -0.41 -1.91 0.32
H -3.08687 2.54385 5.33880 0.35 -0.33 -2.11 0.50
H 0.18543 -0.87914 -5.20040 -0.01 -0.13 -0.01 0.49
H 8.39828 -3.93690 -3.67020 -0.01 0.06 0.13 0.39
H -2.15063 -4.35407 -4.26262 0.21 -0.09 -0.12 0.47
H -2.83182 3.24768 3.55785 -0.01 -1.71 1.51 0.16
H 0.87822 -0.85236 1.78776 1.09 1.76 0.37 0.48
H 0.87701 0.54063 2.99994 0.93 -0.37 -1.85 0.06
H -0.44106 2.47048 3.59265 -0.59 0.37 1.94 -0.21
H 0.67407 -1.21992 -0.70651 -1.44 -0.08 -1.19 0.11
H -0.48022 -2.42091 -1.50845 0.40 1.82 -0.18 0.20
H 1.24105 -0.42213 6.49350 0.76 2.04 -0.20 0.26
H -5.78590 3.56594 5.22048 -0.02 -1.23 0.25 0.28
H 0.53260 2.20734 1.21214 0.32 -1.61 -1.21 0.12
H 2.28554 2.69916 3.14922 -0.17 1.18 1.38 0.02
H -0.49387 6.13936 -1.60452 -1.47 -1.16 0.41 0.40
H 6.34555 -3.48602 -2.37012 0.08 0.12 0.21 0.49
H 0.29640 4.04800 -0.81115 -2.15 -0.22 0.39 0.33
H -1.10334 4.24144 0.49821 0.71 -0.42 -1.82 0.05
H -3.97472 0.83543 -1.27655 0.31 1.99 0.17 0.10
H -3.50447 -3.36018 1.84911 -0.14 2.83 0.09 0.37
H -2.92462 0.20420 4.59760 0.21 1.12 -1.77 0.48
H -6.98917 3.82277 -2.41696 0.91 1.44 0.85 0.29
H -5.65128 2.25057 -3.29686 1.51 1.29 -0.01 0.31
H 2.44280 0.24123 1.93372 -1.75 0.08 0.08 0.17
H -4.93928 2.39795 -1.04528 1.78 -0.39 -0.38 0.21
H -0.87969 3.71840 4.98126 0.26 -1.76 -0.51 0.52
H -0.61593 -8.85671 -5.76649 0.08 0.24 -0.04 0.46
H -7.68256 3.27138 3.61636 0.10 -0.79 -0.49 0.27
H -4.44741 2.84958 -4.57277 -0.25 -0.03 2.06 0.25
H -1.81403 -1.90837 -4.15318 0.10 -0.08 -0.05 0.53
H 2.84400 -9.19360 -8.28220 -0.08 0.09 0.08 0.39
H 1.94585 1.09568 7.43731 -0.19 -1.02 -1.68 0.33
H 3.34837 3.86905 4.16498 -1.86 -0.59 -0.21 0.37
H 4.14478 -1.55066 1.66725 0.24 -0.07 -0.06 0.68
H -2.41267 -0.97967 -1.05263 1.66 1.25 0.12 0.32
H 10.61951 -3.35611 -2.73072 -0.11 0.02 0.09 0.39
H -1.63063 0.60291 3.34891 -2.15 0.35 0.03 0.25
H -1.62642 0.40613 -2.01189 0.38 -1.09 1.32 0.25
H -6.05962 0.49279 2.27972 1.36 0.64 1.45 0.47
H 6.54334 -0.08153 4.90889 0.01 -0.06 -0.13 0.41
H -5.25437 5.04692 -4.05251 0.75 -1.22 1.53 0.42
H 3.21353 -6.75593 -8.11764 -0.18 0.08 0.17 0.46
```
Forces are in eV/Å.

Computed properties:
M = 929.11 g mol⁻¹
Gap between HOMO and LUMO = 6.13 eV
HOMO level = -7.121 eV
E_tot = -3258.49120 Ha
Lowest unoccupied orbital energy = -0.989 eV

=====

[2]
A cluster of 8 separate species, C54H68BClFI2N10O2 in total. Source: OMol25; level of theory: ωB97M-V/def2-TZVPD.

Geometry as XYZ:
```
139
Properties=species:S:1:pos:R:3:forces:R:3:mulliken_charge:R:1
I -2.22357 -4.59049 -1.48411 0.32 0.02 0.68 0.24
I -2.33229 -2.72964 -4.26846 -0.39 0.69 -0.42 0.22
Cl -5.33633 -0.27390 1.32549 -0.23 -0.02 -0.84 -0.17
F -3.80574 1.65819 -0.69633 1.98 -0.87 -0.98 -0.19
O -1.80572 1.32599 0.17271 -0.30 -0.56 -1.30 -0.41
O 1.04039 0.84369 -2.84368 -0.36 -1.70 1.15 -1.23
N -0.45457 -1.68794 -0.21062 -1.40 -1.31 1.61 1.42
N 4.45826 1.16155 1.69366 0.34 0.05 0.23 -0.04
N 4.99764 0.32030 -4.60693 -0.14 0.29 -0.48 -0.29
N 6.46348 6.18539 3.27838 0.10 0.34 0.30 -0.27
N -6.36503 -5.37836 1.02682 0.35 -0.04 0.36 -0.55
N 4.39322 -1.20253 -1.92981 -0.37 0.09 0.16 -0.65
N -2.40447 -1.64606 -2.53010 0.41 -0.57 1.31 -0.38
N -6.62725 4.05019 -3.07538 0.11 0.20 0.40 -0.52
N -4.21109 -1.34070 8.59273 -0.04 0.42 -0.16 -0.54
N 1.47604 -2.47464 -7.13966 0.20 -0.38 0.18 -0.56
C -6.09181 -6.63353 1.40371 -0.18 0.28 -0.26 -0.23
C -6.12111 -0.54463 -0.29938 -0.43 -1.36 -1.02 -0.84
C 4.93544 2.41348 1.65930 -0.23 -0.37 -0.06 -0.13
C 3.36490 -1.93702 -2.72245 -0.10 0.80 0.18 0.17
C -5.36042 4.18574 -1.03653 -0.03 0.11 0.03 -0.09
C -0.25042 -1.99531 2.38425 -0.10 -1.28 -0.27 -0.93
C -2.70716 -2.40603 -1.31833 -1.03 0.47 1.17 -0.32
C -4.28618 -2.43251 -0.89131 0.36 -0.62 -1.15 -0.03
C 0.19330 -1.85602 4.96749 -0.32 0.44 -1.53 -0.67
C -7.23746 5.18839 -2.72341 0.08 -0.33 -0.25 -0.32
C -0.10112 -0.98137 -1.46968 0.03 -0.25 -3.32 1.94
C 6.22336 6.06503 4.59039 0.01 -0.12 -0.39 -0.08
C -4.81045 0.91524 9.16616 0.01 0.01 -0.10 -0.36
C 6.35689 0.55606 3.03902 0.01 0.05 0.00 -0.71
C 2.81273 -2.46996 -7.06059 -0.37 0.18 -0.05 -0.20
C 0.13278 -1.20524 1.07409 2.39 0.67 2.16 -0.11
C -5.06658 -4.61428 2.90139 0.04 -0.01 -0.04 -0.50
C 5.17561 0.26093 2.37912 -0.29 0.16 -0.22 -0.11
C 4.12815 1.31627 -4.82446 0.24 -0.37 0.09 -0.16
C 6.10756 2.81007 2.28202 0.09 0.03 -0.02 -0.71
C 3.57372 -3.59897 -6.79942 -0.07 -0.06 0.03 -0.23
C 7.19294 8.43791 3.69525 -0.03 -0.03 0.08 -0.53
C -5.13467 -1.19817 -1.40731 -1.16 0.35 0.53 -0.10
C -4.80051 -5.92373 3.27143 0.10 -0.06 0.10 -0.33
C 2.14543 -2.44842 -1.80168 0.52 -1.23 -0.95 -0.67
C 1.53039 -4.83395 -6.67918 0.06 0.02 0.03 -0.36
C -4.70823 1.29698 7.83785 -0.03 0.12 -0.02 -0.20
C -5.85002 -4.39691 1.77917 -0.22 -0.24 -0.33 -0.12
C 6.82927 1.85865 2.98604 0.05 -0.01 0.04 -0.25
C -1.99404 0.80775 -2.24416 -1.65 0.82 -0.59 -0.91
C 1.91592 0.95202 -0.49184 0.92 0.32 1.16 0.64
C 5.58919 0.43301 -6.93459 -0.09 0.07 0.02 -0.57
C 0.70880 -2.06850 -2.38035 1.12 0.21 -0.01 -1.78
C 2.91480 -4.80319 -6.60446 0.08 -0.09 0.04 -0.41
C 0.81751 -1.72442 3.54568 0.17 -0.80 0.94 -0.24
C 5.70772 -0.10096 -5.66128 -0.05 -0.08 0.41 -0.36
C 6.43809 7.07873 5.51007 0.02 0.05 -0.04 -0.62
C -6.00564 5.36481 -0.69556 -0.01 0.08 0.06 -0.64
C -5.32221 -6.95771 2.51050 0.04 0.09 0.04 -0.40
C 3.93183 1.91477 -6.05776 -0.03 0.00 0.00 -0.69
C -4.12087 -0.94781 7.31697 0.00 -0.19 0.35 -0.33
C 4.68077 1.46123 -7.13239 0.01 0.03 -0.13 -0.17
C -1.34771 -0.61472 -2.42778 0.45 0.18 -0.51 -1.72
C 6.94064 7.36379 2.85734 -0.13 -0.37 -0.06 -0.17
C -1.93568 -1.93884 0.01424 -1.75 -0.77 -0.63 -2.21
C -2.45481 1.23606 -0.82610 -0.44 0.69 0.93 0.28
C -5.70496 3.57325 -2.23093 -0.26 0.08 -0.31 -0.28
C 6.93407 8.28797 5.04870 0.02 0.10 0.07 -0.13
C -4.35545 0.34918 6.88970 0.00 0.02 0.03 -0.53
C 0.86329 -3.64976 -6.94960 0.08 0.41 -0.04 -0.47
C -0.52501 -1.96226 5.93887 -0.75 -0.45 -0.29 -0.01
C -4.55130 -0.40742 9.48987 0.10 -0.38 -0.11 -0.18
C 1.25948 2.15012 0.38168 0.83 0.03 0.07 -1.16
C -6.96365 5.88089 -1.55387 0.07 -0.05 0.06 -0.25
B 0.91291 0.25833 -1.52040 1.53 1.74 -1.00 0.90
H 4.76803 -0.74532 2.38878 0.09 -0.02 0.04 0.36
H 6.22328 6.92567 6.55976 0.00 -0.02 -0.05 0.35
H -7.98117 5.55060 -3.42526 0.01 0.04 0.06 0.37
H 1.25734 -1.36773 0.97764 -1.42 0.33 -0.05 0.02
H -7.48703 6.79930 -1.32144 0.00 -0.04 -0.03 0.37
H 5.83924 5.09940 4.90372 0.00 0.03 0.06 0.37
H 6.40235 -0.90939 -5.45763 0.01 0.03 -0.05 0.46
H -0.21968 -3.62254 -7.02184 0.01 -0.08 -0.02 0.57
H 2.45511 0.24365 0.22027 -0.80 0.95 -0.70 -0.20
H -2.44565 -1.09584 0.55926 0.73 -0.43 -0.94 0.35
H -6.96406 -1.28765 -0.12352 1.12 0.95 -0.01 0.45
H -0.15500 -3.10819 2.14391 -0.26 1.24 0.31 0.32
H 4.65336 -3.53707 -6.74953 -0.04 0.02 -0.01 0.41
H 6.89384 -0.21271 3.57960 -0.04 0.01 -0.03 0.39
H 6.44664 3.83697 2.21864 -0.09 0.01 0.05 0.47
H -4.67546 -3.78053 3.47130 -0.06 0.00 -0.01 0.53
H -3.84563 -1.72683 6.61221 -0.04 0.05 -0.06 0.66
H 4.84877 -0.46751 -2.49066 -0.24 -0.73 0.01 0.42
H -1.31511 -1.85788 2.73341 1.25 0.23 -0.36 0.38
H 1.38632 -0.76155 3.39579 -0.84 -0.81 0.35 0.25
H -1.36037 1.66023 -2.65890 -0.39 -1.22 0.78 0.75
H 4.33458 3.12274 1.09925 0.08 0.06 0.03 0.33
H 1.93967 0.66080 -3.18235 -0.47 0.57 0.28 -0.20
H 3.97842 -0.71376 -1.13007 0.08 -0.36 -0.37 0.04
H 7.12395 7.43395 1.79013 0.03 0.06 0.04 0.35
H -4.61507 -0.75365 10.51596 -0.02 0.07 -0.01 0.37
H -6.51863 -7.40811 0.77514 0.03 -0.02 0.06 0.40
H -4.72811 -3.36784 -1.36328 0.49 1.22 0.68 0.54
H 3.47398 -5.70827 -6.39662 -0.03 0.04 -0.02 0.40
H -4.90164 2.32233 7.54424 0.01 -0.05 0.02 0.37
H -4.30951 -2.61650 0.21888 -0.12 0.45 -1.06 -0.10
H 2.32497 -2.18462 -0.72213 -0.22 -0.03 -1.03 0.21
H 3.01791 -1.22559 -3.53612 -0.11 -1.05 0.62 -0.17
H 7.11684 9.10530 5.73675 -0.01 -0.04 -0.03 0.37
H -2.09904 -2.85408 0.66935 0.75 1.37 -0.59 0.93
H 1.59571 -2.55197 3.47442 -0.84 1.10 0.02 0.36
H 0.91650 -1.64976 -3.41696 -0.62 -0.33 1.37 0.65
H 0.12069 -3.01285 -2.53993 0.24 1.02 0.42 0.17
H 3.21248 2.71495 -6.17449 0.02 -0.03 0.03 0.42
H 3.28243 -1.50388 -7.21702 0.06 -0.04 0.01 0.45
H -4.19285 -6.13583 4.14375 -0.04 0.01 -0.03 0.39
H 2.78180 1.47331 -1.02288 -1.22 -0.91 0.19 0.30
H 0.98195 -5.75556 -6.53167 0.00 0.04 -0.03 0.41
H -6.60988 0.39786 -0.67125 0.88 -0.81 0.51 0.41
H 3.56730 1.64007 -3.95203 0.03 0.15 -0.02 0.51
H -1.34591 -2.16631 6.67322 1.64 0.47 -0.84 0.33
H 6.19143 0.05376 -7.74998 -0.01 0.00 0.05 0.40
H 2.21570 -3.58470 -1.85831 -0.13 1.39 0.34 0.50
H 0.00954 -0.10893 1.28754 -0.34 -1.04 -0.91 -0.02
H -5.22548 2.65097 -2.54321 0.02 0.01 0.06 0.55
H -2.92005 0.82384 -2.90922 1.17 -0.09 0.84 0.41
H -5.85116 -1.59900 -2.19743 0.93 0.59 0.90 0.41
H -0.10640 -2.66810 -0.29027 0.00 0.66 -0.23 0.88
H -5.13600 -7.99201 2.76915 -0.03 0.03 -0.03 0.39
H -4.60840 3.75342 -0.39167 -0.07 0.04 -0.02 0.38
H -6.08830 -3.39074 1.44827 0.00 0.04 0.13 0.49
H -0.91522 -0.59858 -3.47934 -0.26 0.44 1.62 0.73
H 2.05157 2.95087 0.52829 -0.94 -1.05 -0.17 0.28
H 0.40704 2.65112 -0.15223 0.68 -0.66 0.74 0.32
H 1.00046 1.79271 1.42348 -0.10 0.49 -1.31 0.21
H 3.83511 -2.82348 -3.24418 -0.49 0.99 0.61 0.34
H -5.76392 5.87579 0.22940 -0.01 -0.02 -0.04 0.39
H 4.55769 1.90435 -8.11375 0.00 -0.02 0.06 0.39
H -4.26527 0.61072 5.84301 0.00 -0.03 0.03 0.39
H -5.08448 1.62732 9.93374 0.01 -0.05 -0.01 0.36
H -4.55441 -0.38089 -1.91275 -0.29 -0.97 0.70 -0.28
H 7.58109 9.36732 3.29921 -0.02 -0.05 -0.01 0.35
H 7.75090 2.12946 3.48826 -0.04 0.00 -0.03 0.41
```
Forces are in eV/Å.

Computed properties:
M = 1208.28 g mol⁻¹
Total charge = +1
Gap between HOMO and LUMO = 7.66 eV
HOMO level = -11.067 eV
E_tot = -3976.40116 Ha
Lowest unoccupied orbital energy = -3.404 eV

=====

Among the records above, which one has the lowest M?
C54H65N4O8P

=====

The lowest HOMO level belongs to which entry?
C54H68BClFI2N10O2

=====

Which of these has the highest lowest unoccupied orbital energy?
C54H65N4O8P